No. 1
Computed, not measured: C22H23AuNO6PS3Se2Si as an isolated structure at a distorted geometry, with ωB97M-V/def2-TZVPD.

Geometry as ORCA input:
```
! RIJCOSX wB97M-V def2-TZVPD def2/J DEFGRID3
* xyz -2 1
Au -0.020 0.099 -0.593
Se 2.158 0.354 -1.775
P 0.486 0.719 1.623
Se -1.219 0.956 2.854
C 1.640 2.101 2.017
C 1.548 2.686 3.275
C 2.435 3.670 3.662
C 3.440 4.072 2.797
C 3.526 3.510 1.535
C 2.623 2.539 1.136
C 1.498 -0.684 2.190
C 0.930 -1.708 2.935
C 1.667 -2.842 3.218
C 2.968 -2.959 2.758
C 3.536 -1.932 2.023
C 2.806 -0.797 1.732
H 0.764 2.363 3.948
H 2.344 4.120 4.642
H 4.151 4.823 3.115
H 4.308 3.820 0.854
H 2.691 2.115 0.142
H -0.095 -1.618 3.265
H 1.209 -3.647 3.772
H 3.539 -3.854 2.966
H 4.547 -2.019 1.647
H 3.240 -0.012 1.128
O -1.513 -0.100 -2.270
S -2.404 1.050 -2.053
O -3.539 0.766 -1.227
O -1.439 2.047 -1.209
O -2.737 1.734 -3.275
C -0.404 4.340 -0.134
Si -1.662 3.655 -1.395
C -1.221 4.251 -3.158
C -3.484 4.036 -0.987
H -0.344 5.423 -0.192
H 0.589 3.935 -0.316
H -0.677 4.070 0.882
H -1.276 5.331 -3.273
H -1.906 3.785 -3.858
H -0.221 3.934 -3.438
H -3.712 5.097 -0.921
H -3.760 3.565 -0.047
H -4.100 3.586 -1.762
O 0.539 -6.848 -0.220
S -0.739 -6.195 -0.055
O -1.768 -7.045 0.501
N -0.607 -4.781 0.774
C -0.937 -3.771 0.023
S -1.031 -2.195 0.615
C -1.322 -4.084 -1.369
C -1.722 -3.219 -2.378
C -2.099 -3.768 -3.597
C -2.077 -5.140 -3.809
C -1.665 -6.003 -2.799
C -1.293 -5.453 -1.598
H -1.739 -2.146 -2.228
H -2.424 -3.108 -4.390
H -2.388 -5.547 -4.762
H -1.640 -7.074 -2.940
*
```

DFT total energy (Ha): -8122.48433
Frontier orbital gap (alpha / beta) (eV): 5.32 / 5.40
F_max (hartree/bohr): 0.044
HOMO (alpha / beta) (eV): -2.20 / -2.29
LUMO energy (alpha / beta) (eV): 3.113 / 3.105

---

No. 2
Computed, not measured: a 7-piece molecular cluster, C30H40Br2N4O2 overall at a distorted geometry, with ωB97M-V/def2-TZVPD.

Geometry as ORCA input:
```
! RIJCOSX wB97M-V def2-TZVPD def2/J DEFGRID3
* xyz 0 1
C 35.306 12.358 21.546
C 36.011 11.598 22.463
C 35.349 11.199 23.621
N 34.100 11.542 23.904
C 33.459 12.307 23.033
C 33.993 12.713 21.830
H 35.787 12.737 20.649
H 37.059 11.371 22.315
H 35.881 10.621 24.373
H 32.429 12.507 23.311
H 33.498 13.453 21.221
C 35.353 13.461 17.211
C 36.149 14.457 16.661
C 37.014 14.073 15.660
N 37.152 12.808 15.249
C 36.315 11.917 15.706
C 35.380 12.193 16.686
H 34.642 13.720 17.992
H 35.980 15.483 16.958
H 37.626 14.769 15.095
H 36.465 10.883 15.412
H 34.693 11.453 17.074
C 26.780 8.388 15.137
C 27.246 8.704 13.863
C 28.605 8.900 13.700
N 29.490 8.619 14.615
C 29.053 8.302 15.818
C 27.700 8.232 16.141
H 25.725 8.290 15.362
H 26.569 8.872 13.036
H 29.025 9.236 12.758
H 29.770 8.193 16.630
H 27.387 8.100 17.170
C 28.857 5.369 20.613
C 29.414 4.918 19.449
C 30.221 5.763 18.727
N 30.444 7.025 19.056
C 29.917 7.436 20.173
C 29.148 6.649 21.001
H 28.181 4.739 21.173
H 29.242 3.897 19.133
H 30.689 5.436 17.803
H 30.096 8.457 20.505
H 28.735 6.995 21.940
C 34.437 6.937 13.553
C 35.539 6.076 12.871
C 35.445 4.758 13.639
O 34.833 5.056 14.880
C 33.836 6.018 14.634
H 33.783 7.444 12.847
H 34.897 7.777 14.095
H 36.499 6.575 12.992
H 35.311 6.076 11.804
H 36.408 4.295 13.855
H 34.884 3.993 13.073
H 33.603 6.496 15.586
H 32.901 5.551 14.292
C 31.198 13.276 14.624
C 31.012 11.761 14.476
C 32.467 11.269 14.183
O 33.321 12.287 14.640
C 32.573 13.351 15.228
H 30.375 13.712 15.192
H 31.162 13.721 13.628
H 30.325 11.560 13.655
H 30.577 11.320 15.374
H 32.576 11.082 13.115
H 32.654 10.358 14.757
H 33.039 14.279 14.874
H 32.565 13.390 16.323
Br 33.718 7.997 17.907
C 32.632 9.594 17.864
C 32.802 10.291 19.216
Br 31.739 11.906 19.397
H 31.624 9.342 17.541
H 32.978 10.246 17.053
H 33.828 10.639 19.260
H 32.553 9.602 20.016
*
```

DFT total energy (Ha): -6684.59043
Frontier orbital gap (eV): 9.69
SMILES: c1ccncc1.c1ccncc1.c1ccncc1.c1ccncc1.C1CCOC1.C1CCOC1.BrCCBr
F_max (hartree/bohr): 0.037
HOMO (eV): -9.26
LUMO energy (eV): 0.437

---

No. 3
Computed, not measured: the molecule C18H22N4O2 at a distorted geometry, with ωB97M-V/def2-TZVPD.

Geometry as ORCA input:
```
! RIJCOSX wB97M-V def2-TZVPD def2/J DEFGRID3
* xyz 0 1
C 6.503 -3.059 -1.758
C 5.695 -1.772 -1.642
C 6.264 -0.846 -0.570
C 5.463 0.458 -0.451
C 4.083 0.195 0.022
N 3.008 0.247 -0.685
C 1.988 -0.096 0.176
C 0.622 -0.210 -0.021
C -0.148 -0.584 1.072
C -1.628 -0.761 0.985
O -2.248 -1.467 1.761
N -2.233 -0.103 -0.031
C -3.670 -0.088 -0.156
C -4.119 1.295 -0.484
N -3.306 2.254 -0.855
C -4.090 3.340 -1.086
C -5.395 3.026 -0.854
N -5.411 1.710 -0.475
C -6.572 0.961 -0.070
C -6.825 1.093 1.431
C 0.443 -0.848 2.315
C 1.802 -0.734 2.528
C 2.562 -0.351 1.439
O 3.899 -0.160 1.323
H 7.536 -2.839 -2.018
H 6.496 -3.601 -0.815
H 6.085 -3.704 -2.527
H 5.696 -1.253 -2.602
H 4.657 -2.012 -1.402
H 7.298 -0.598 -0.817
H 6.262 -1.357 0.395
H 5.399 0.951 -1.421
H 5.956 1.121 0.262
H 0.203 -0.036 -0.999
H -1.766 0.646 -0.522
H -4.094 -0.445 0.790
H -3.985 -0.783 -0.950
H -3.661 4.269 -1.404
H -6.293 3.604 -0.930
H -6.423 -0.089 -0.335
H -7.434 1.340 -0.627
H -5.977 0.713 1.996
H -6.976 2.136 1.698
H -7.711 0.528 1.709
H -0.209 -1.155 3.119
H 2.250 -0.936 3.488
*
```

DFT total energy (Ha): -1068.66317
Frontier orbital gap (eV): 9.53
SMILES: CCCCc1nc2cc(C(=O)NCc3nccn3CC)ccc2o1
F_max (hartree/bohr): 0.026
HOMO (eV): -8.69
LUMO energy (eV): 0.839

---

No. 4
Computed, not measured: H26HeO13 as an isolated structure at a distorted geometry, with ωB97M-V/def2-TZVPD.

Geometry as ORCA input:
```
! RIJCOSX wB97M-V def2-TZVPD def2/J DEFGRID3
* xyz 0 1
He -0.115 0.072 -0.108
O 1.005 -2.759 0.299
H 1.648 -2.387 -0.304
H 1.024 -2.178 1.059
O -1.711 0.944 3.023
H -2.065 0.718 3.884
H -1.719 0.120 2.537
O 0.282 -2.605 -3.189
H 1.216 -2.455 -3.331
H 0.147 -2.420 -2.259
O -1.899 2.096 -2.103
H -2.425 1.324 -1.897
H -2.434 2.835 -1.812
O -0.020 4.683 -0.038
H -0.117 5.369 0.623
H 0.449 3.981 0.411
O 3.785 1.164 0.851
H 3.178 1.855 1.118
H 3.254 0.571 0.319
O 1.629 -0.974 2.375
H 1.201 -1.302 3.167
H 2.546 -0.866 2.626
O -3.215 -0.367 -1.598
H -2.793 -1.164 -1.276
H -3.989 -0.679 -2.066
O -2.039 -1.480 1.774
H -2.876 -1.413 1.314
H -2.173 -2.177 2.416
O -1.718 -2.870 -0.822
H -1.422 -2.408 -0.038
H -1.090 -3.585 -0.931
O 1.061 2.116 1.899
H 1.212 1.171 1.888
H 1.496 2.418 2.697
O 0.657 1.102 -2.626
H 1.279 1.810 -2.454
H -0.195 1.469 -2.392
O 2.307 -0.757 -1.333
H 1.634 -0.193 -1.714
H 3.004 -0.776 -1.989
*
```

DFT total energy (Ha): -996.62896
Frontier orbital gap (eV): 10.77
F_max (hartree/bohr): 0.024
HOMO (eV): -10.90
LUMO energy (eV): -0.131